[1]
Density functional theory data (ωB97M-V/def2-TZVPD) for a structure of composition C27H45Cl4ErO2P at a distorted geometry.

```
80
Properties=species:S:1:pos:R:3:mulliken_charge:R:1
Er -0.803 -1.466 1.668 -0.74
P 0.873 -0.503 -1.947 -0.35
Cl -2.409 -1.835 -0.205 -0.57
C -0.490 -3.504 2.181 -0.63
H -0.484 -4.274 1.399 0.12
H -0.537 -3.956 3.175 0.31
C 0.235 -0.078 -3.653 0.30
C 1.778 -2.139 -2.028 0.30
C -0.804 -1.130 -4.085 -0.69
H -0.309 0.867 -3.446 0.48
C -1.570 -0.648 -5.325 -0.79
H -0.296 -2.080 -4.314 0.18
H -1.507 -1.332 -3.263 0.21
C -0.642 -0.209 -6.463 -0.72
H -2.237 -1.446 -5.668 0.40
H -2.204 0.199 -5.029 0.34
C 0.477 0.734 -6.005 -0.95
H -0.193 -1.100 -6.922 0.33
H -1.233 0.284 -7.244 0.39
C 1.232 0.213 -4.775 -0.25
H 1.190 0.899 -6.822 0.38
H 0.043 1.711 -5.753 0.38
H 1.777 -0.703 -5.038 0.12
H 1.978 0.953 -4.459 -0.02
C 2.254 0.706 -1.565 1.01
C 2.531 -2.483 -3.312 -0.89
H 2.504 -2.033 -1.194 0.43
C 3.376 -3.741 -3.072 -0.95
H 1.810 -2.676 -4.121 0.43
H 3.181 -1.662 -3.642 0.22
C 2.542 -4.922 -2.560 -0.93
H 3.887 -4.017 -4.002 0.44
H 4.154 -3.500 -2.334 0.36
C 1.613 -4.555 -1.396 -0.44
H 1.932 -5.305 -3.389 0.32
H 3.209 -5.737 -2.257 0.43
C 0.812 -3.287 -1.689 0.26
H 0.925 -5.384 -1.188 0.41
H 2.204 -4.393 -0.484 0.14
H 0.134 -3.455 -2.541 0.34
H 0.168 -3.031 -0.835 -0.74
C 1.773 2.146 -1.767 0.14
H 2.386 0.518 -0.482 -0.21
C 2.777 3.138 -1.177 -0.33
H 1.642 2.347 -2.842 0.25
H 0.789 2.281 -1.297 -1.00
C 4.202 2.908 -1.699 -1.00
H 2.456 4.163 -1.404 0.40
H 2.769 3.037 -0.081 0.11
C 4.649 1.445 -1.606 -0.95
H 4.253 3.230 -2.748 0.35
H 4.902 3.539 -1.140 0.42
C 3.626 0.472 -2.203 -0.39
H 5.612 1.312 -2.113 0.42
H 4.793 1.167 -0.553 0.34
H 3.570 0.614 -3.293 0.18
H 3.964 -0.554 -2.013 0.13
C -1.268 2.156 0.213 -0.55
C -1.406 1.313 1.184 0.02
H -1.578 1.888 -0.807 0.29
C -0.874 1.553 2.584 -0.38
H -2.102 0.447 1.062 0.80
C -0.521 3.041 2.837 -1.24
H -1.593 1.224 3.352 0.40
H 0.050 0.969 2.764 0.14
C 0.132 3.701 1.623 -0.10
H -1.451 3.577 3.063 0.37
H 0.129 3.132 3.715 0.44
C -0.776 3.566 0.391 -0.84
H 0.321 4.762 1.832 0.35
H 1.104 3.235 1.416 -0.15
H -1.628 4.251 0.536 0.45
H -0.261 3.925 -0.507 0.33
Cl 3.772 -1.692 3.830 -0.15
C 2.317 -1.963 2.910 0.79
Cl 2.123 -3.675 2.537 -0.06
Cl 0.847 -1.359 3.905 -0.22
C 2.351 -1.251 1.520 0.24
O 3.402 -0.995 0.947 -0.64
O 1.145 -1.075 1.004 0.47
```

Summary:
Gap between HOMO and LUMO (spin up / spin down) in eV: 4.6 / 4.4
Energy above the lowest of the compared OMol25 structures with the same formula, charge and spin in kJ/mol: 0.0
Max |F| in hartree/bohr: 0.06083
HOMO (spin up / spin down) in eV: -2.16 / -1.92
Total charge: -1
Multiplicity: 4



[2]
Density functional theory data (ωB97M-V/def2-TZVPD) for a structure of composition C22H23LiOP at a distorted geometry.

```
48
Properties=species:S:1:pos:R:3:mulliken_charge:R:1
Li -0.119 -2.256 -0.358 0.86
C -0.569 4.084 4.175 -0.44
C 0.088 4.062 2.953 -0.66
C -0.013 2.956 2.123 0.05
C -0.778 1.850 2.496 0.25
C -1.433 1.888 3.726 -0.47
C -1.331 2.991 4.561 -0.55
P -0.843 0.259 1.537 -0.37
C -0.497 1.036 -0.098 0.54
C 0.762 1.121 -0.686 0.10
C 0.939 1.857 -1.850 -0.67
C -0.130 2.518 -2.437 -0.52
C -1.391 2.429 -1.864 -0.53
C -1.570 1.687 -0.709 -0.72
C 0.777 -0.480 1.912 0.63
C 1.734 0.108 2.739 -0.12
C 2.962 -0.518 2.891 -0.53
C 3.196 -1.721 2.243 -0.49
C 2.204 -2.309 1.467 -0.22
C 0.933 -1.736 1.266 -1.18
H -0.497 4.954 4.816 0.36
H 0.700 4.905 2.652 0.39
H 0.515 2.951 1.178 0.39
H -2.026 1.032 4.030 0.35
H -1.836 2.996 5.520 0.37
H 1.604 0.631 -0.213 0.28
H 1.920 1.908 -2.306 0.37
H 0.013 3.093 -3.344 0.36
H -2.234 2.942 -2.311 0.38
H -2.551 1.608 -0.251 0.38
H 1.541 1.048 3.246 0.23
H 3.732 -0.064 3.506 0.37
H 4.162 -2.206 2.355 0.33
H 2.420 -3.266 0.997 0.38
C -0.937 -4.428 -3.625 -1.76
C -0.706 -3.094 -2.876 1.92
C 0.229 -2.228 -3.746 -1.41
C -2.069 -2.373 -2.754 -1.51
O -0.161 -3.322 -1.639 -1.11
H -1.364 -4.271 -4.620 0.35
H -1.606 -5.059 -3.036 0.38
H 0.022 -4.940 -3.729 0.41
H -0.164 -2.069 -4.756 0.36
H 1.203 -2.719 -3.810 0.35
H 0.364 -1.265 -3.263 0.18
H -2.546 -2.193 -3.723 0.40
H -1.923 -1.413 -2.256 0.22
H -2.729 -2.982 -2.131 0.32
```

Summary:
Gap between HOMO and LUMO in eV: 7.4
Max |F| in hartree/bohr: 0.01960
HOMO in eV: -4.49
Total charge: -1



[3]
Density functional theory data (ωB97M-V/def2-TZVPD) for a cluster of 3 separate species, C7H17N3 in total at a distorted geometry.

```
27
Properties=species:S:1:pos:R:3:mulliken_charge:R:1
C 0.299 -0.367 0.332 -0.01
C -0.029 -0.773 -1.708 0.63
C -1.718 0.985 0.358 -0.99
C -0.202 -1.461 1.237 -1.71
C -0.523 -2.185 -1.836 -1.36
C 1.336 -0.508 -2.277 -1.54
N -0.282 0.834 0.267 -0.14
C 0.625 1.733 1.794 0.52
N 0.398 3.072 1.639 -0.38
N 1.283 1.165 2.704 -0.61
H 1.387 -0.301 0.363 0.54
H -0.763 -0.066 -2.090 0.17
H -0.178 3.406 0.886 0.18
H 0.815 3.728 2.294 0.21
H 1.679 1.762 3.440 0.22
H -1.946 2.038 0.536 0.35
H -2.209 0.396 1.138 0.32
H -2.174 0.718 -0.596 0.33
H -0.029 -1.149 2.270 0.43
H -1.259 -1.674 1.090 0.33
H 0.376 -2.369 1.073 0.40
H -1.520 -2.291 -1.407 0.30
H 2.093 -1.094 -1.750 0.34
H 0.163 -2.883 -1.351 0.25
H -0.612 -2.486 -2.889 0.44
H 1.389 -0.774 -3.341 0.42
H 1.600 0.544 -2.172 0.35
```

Summary:
Gap between HOMO and LUMO in eV: 7.9
Energy above the lowest of the compared OMol25 structures with the same formula, charge and spin in kJ/mol: 436.4
Max |F| in hartree/bohr: 0.11457
HOMO in eV: -7.22



[4]
Density functional theory data (ωB97M-V/def2-TZVPD) for the ion C4H6NO with charge +1 at a distorted geometry.

```
12
Properties=species:S:1:pos:R:3:mulliken_charge:R:1
C 1.330 0.014 -0.568 -1.15
C 0.097 0.590 -0.081 -0.05
C -1.162 -0.055 -0.606 -0.56
C -0.848 -0.379 0.702 0.50
N -0.804 -0.644 1.894 0.55
O -0.652 -0.847 3.033 -0.36
H 2.171 0.421 -0.048 0.35
H 1.364 0.555 -1.542 0.35
H 1.253 -0.999 -0.838 0.35
H 0.096 1.566 0.222 0.48
H -0.808 -0.725 -1.377 0.22
H -2.037 0.504 -0.790 0.32
```

Summary:
Gap between HOMO and LUMO (spin up / spin down) in eV: 9.5 / 9.5
Energy above the lowest of the compared OMol25 structures with the same formula, charge and spin in kJ/mol: 455.7
SMILES string: C[C@H]1CC1=[N+]=O
Max |F| in hartree/bohr: 0.12098
HOMO (spin up / spin down) in eV: -16.24 / -16.24
Total charge: +1



[5]
Density functional theory data (ωB97M-V/def2-TZVPD) for a structure of composition H20O10Sr at a distorted geometry.

```
31
Properties=species:S:1:pos:R:3:mulliken_charge:R:1
Sr 0.096 -0.039 0.086 1.49
O -2.383 -0.458 -1.015 -0.48
H -3.065 0.124 -0.685 0.27
H -2.764 -1.302 -1.239 0.26
O 1.214 2.298 0.392 -0.51
H 0.721 3.172 0.265 0.29
H 1.892 2.513 1.051 0.26
O 0.694 1.291 -2.259 -0.45
H 1.273 0.918 -2.926 0.25
H 0.940 2.217 -2.227 0.27
O -0.989 1.279 2.398 -0.49
H -1.945 1.014 2.326 0.29
H -0.936 2.245 2.369 0.29
O 2.534 -0.561 -0.955 -0.48
H 2.536 -1.513 -0.911 0.25
H 2.992 -0.431 -1.755 0.27
O 1.070 -2.719 0.654 -0.51
H 0.487 -3.337 0.231 0.28
H 1.967 -3.041 0.694 0.27
O -1.565 2.035 -0.617 -0.42
H -1.933 2.702 -0.036 0.25
H -2.209 2.138 -1.314 0.26
O -1.598 -1.584 1.539 -0.50
H -1.792 -2.516 1.390 0.27
H -2.434 -1.184 1.585 0.26
O 1.732 0.165 2.276 -0.49
H 2.004 -0.548 2.856 0.26
H 1.630 0.955 2.808 0.26
O -0.057 -1.871 -1.951 -0.48
H -0.748 -1.671 -2.641 0.27
H 0.636 -2.290 -2.391 0.25
```

Summary:
Gap between HOMO and LUMO in eV: 12.0
Energy above the lowest of the compared OMol25 structures with the same formula, charge and spin in kJ/mol: 39.6
Max |F| in hartree/bohr: 0.06705
HOMO in eV: -18.18
Total charge: +2



Which value of max |F| does entry 4 give? 0.12098 hartree/bohr



What is the max |F| in the second record? 0.01960 hartree/bohr



What is the formula in the first record? C27H45Cl4ErO2P